Density functional theory data (ωB97M-V/def2-TZVPD) for 2 unconnected molecules or ions with the total composition C5H14N3S2.

```
24
Properties=species:S:1:pos:R:3:lowdin_charge:R:1
S 0.51049 -3.80642 0.23281 0.782
S -2.15999 -3.12533 1.34037 0.770
C -1.26634 -3.88821 -0.06078 -0.808
C 0.30844 -4.03365 2.01201 -0.563
C -0.73956 -3.03557 2.47434 -0.574
H -1.60332 -4.93453 -0.19158 0.041
H -1.49557 -3.34145 -0.99564 0.032
H 1.28923 -3.86042 2.49521 0.085
H 0.00142 -5.07319 2.23684 0.089
H -0.32700 -2.00839 2.48554 0.067
H -1.10262 -3.26360 3.49496 0.081
C -0.13627 3.20992 -1.00632 -0.445
N 0.05818 4.47964 -1.36884 0.210
N 0.85149 2.32993 -1.12597 0.035
N -1.32593 2.83165 -0.52442 0.199
C 2.17721 2.65733 -1.64087 -0.044
H 0.96649 4.77203 -1.73762 0.127
H -0.70018 5.16022 -1.27815 0.147
H 0.66815 1.36533 -0.83880 0.169
H -1.47863 1.85931 -0.24557 0.144
H -2.08254 3.51433 -0.43480 0.143
H 2.79001 1.74031 -1.62793 0.110
H 2.67268 3.42039 -1.01730 0.103
H 2.12415 3.03039 -2.67751 0.103
```

Computed properties:
net charge	+1
HOMO energy	-0.3973	Ha
electronic energy	-1159.34935	a.u.
Kohn-Sham gap	7.6542	eV
E_LUMO	-3.16	eV
relative energy (zero: lowest compared OMol25 entry of this formula, charge and spin)	0.00	kJ/mol